No. 1
This record from the OMol25 dataset describes the molecule C2H5N3O2S at a distorted geometry. The level of theory is ωB97M-V/def2-TZVPD.

```
13
Properties=species:S:1:pos:R:3:forces:R:3:mulliken_charge:R:1
S 2.95321 0.32342 0.04130 -1.1 0.8 0.4 -0.20
O -0.93080 -2.16226 0.41514 -0.4 0.8 0.0 -0.41
O 1.66675 -1.83269 -0.29805 -0.6 -0.4 0.1 -0.58
N -1.19472 1.81877 -0.13013 -2.6 0.4 0.5 -0.64
N -0.92400 -0.98532 -0.41929 -1.5 0.8 0.8 -0.19
N -0.01702 1.21666 0.02996 0.5 -0.2 0.2 -0.12
C 0.06327 -0.04723 -0.05147 1.6 -1.1 -0.1 0.24
C 1.47278 -0.66568 -0.07204 0.3 0.4 -0.4 0.66
H -0.19399 -2.65758 0.05398 0.4 -0.3 -0.2 0.35
H 2.26953 1.47861 0.29916 0.5 -0.4 -0.1 0.17
H -2.06137 1.30025 0.18824 1.4 0.7 -0.5 0.20
H -1.23100 2.78652 0.20836 0.4 -0.8 -0.2 0.25
H -1.87265 -0.57347 -0.26517 1.1 -0.7 -0.4 0.27
```
Forces are in eV/Å.

Calculated values
* spin multiplicity: 1
* SMILES string: N/N=C(\NO)C(=O)S
* frontier orbital gap: 0.3445 Eh
* max |F|: 2.7 eV Å⁻¹
* molar mass: 135.1 g/mol

***

No. 2
This record from the OMol25 dataset describes a structure of composition C2H2ClN2O2 at a distorted geometry. The level of theory is ωB97M-V/def2-TZVPD.

```
9
Properties=species:S:1:pos:R:3:forces:R:3:mulliken_charge:R:1
Cl -2.36173 2.49669 1.14468 -1.1 0.3 -1.1 -0.73
O -0.46518 2.06021 2.89938 3.5 -1.7 -0.1 -0.40
O -2.25097 3.01801 3.90681 -1.1 0.4 0.9 -0.47
N 1.02816 -1.40531 -0.37240 0.9 -3.6 2.6 -1.02
N 0.09551 -0.68074 -0.11590 -2.4 2.5 -2.2 0.64
C -0.91656 -0.06993 -0.17027 3.3 -3.9 -0.7 -0.03
C -1.47453 2.50771 3.20029 -1.4 1.2 0.4 0.65
H 1.73993 -1.25103 -1.02091 0.6 1.5 -1.3 0.20
H -1.43982 0.72320 0.11975 -2.2 3.3 1.6 0.16
```
Forces are in eV/Å.

Calculated values
* spin multiplicity: 1
* frontier orbital gap: 0.3228 Eh
* max |F|: 5.1 eV Å⁻¹
* molar mass: 121.5 g/mol
* net charge: -1

***

No. 3
This record from the OMol25 dataset describes the molecule C4F7NO at a distorted geometry. The level of theory is ωB97M-V/def2-TZVPD.

```
13
Properties=species:S:1:pos:R:3:forces:R:3:mulliken_charge:R:1
F 1.42185 -0.07310 1.43389 0.8 -0.1 -0.3 -0.25
F -0.55980 -1.80467 1.24314 -0.2 -1.0 3.0 -0.24
F -2.00387 -1.89737 -0.28497 0.4 -0.2 -0.7 -0.25
F -2.59501 1.63697 -0.11221 0.5 -0.7 0.2 -0.21
F 1.82668 1.51876 0.03218 0.2 0.1 -0.1 -0.25
F -0.69358 2.45424 -0.41439 1.8 1.8 -0.9 -0.15
F 2.98821 -0.28753 -0.06416 0.3 -0.6 -0.2 -0.24
O 0.25054 -1.56386 -0.69903 1.6 -0.8 -1.4 -0.30
N 0.78208 -0.20968 -0.80334 -4.0 1.1 1.2 -0.20
C -0.77434 0.17509 -0.02571 3.9 -0.7 -2.3 -0.12
C -0.83804 -1.34750 0.07539 -1.0 2.4 -0.7 1.04
C 1.79372 0.18916 0.15242 -1.3 0.1 1.2 0.92
C -1.28637 1.36931 -0.22337 -3.1 -1.5 1.0 0.27
```
Forces are in eV/Å.

Calculated values
* spin multiplicity: 1
* SMILES string: FC(F)=C1N(C(F)(F)F)OC1(F)F
* frontier orbital gap: 0.4049 Eh
* max |F|: 4.6 eV Å⁻¹
* molar mass: 211.0 g/mol

***

No. 4
This record from the OMol25 dataset describes a cluster of 2 separate species, CH2Cl2OSi in total at a distorted geometry. The level of theory is ωB97M-V/def2-TZVPD.

```
7
Properties=species:S:1:pos:R:3:forces:R:3:mulliken_charge:R:1
Cl -1.11111 2.72036 -3.52987 0.5 0.6 -0.7 -0.18
Cl -0.86136 -1.58936 1.02711 -1.2 -0.3 -0.5 -0.10
Si -1.09727 1.47904 -1.93730 -0.4 -1.0 1.3 0.25
O 1.48327 -2.19675 1.88464 -2.3 2.4 0.4 -0.39
C 0.58904 -1.35925 1.87765 3.2 -2.0 -0.4 0.20
H 0.38664 1.27986 -1.56860 0.0 0.4 -0.5 -0.07
H 0.61077 -0.33389 2.24637 0.4 -0.1 0.5 0.29
```
Forces are in eV/Å.

Calculated values
* spin multiplicity: 1
* frontier orbital gap: 0.2878 Eh
* max |F|: 3.8 eV Å⁻¹
* molar mass: 129.0 g/mol

***

No. 5
This record from the OMol25 dataset describes a cluster of 2 separate species, C7H15NO in total at a distorted geometry. The level of theory is ωB97M-V/def2-TZVPD.

```
24
Properties=species:S:1:pos:R:3:forces:R:3:mulliken_charge:R:1
O 0.39732 -0.20428 1.63066 0.4 -0.2 -1.9 -0.72
N -2.02402 0.73386 1.16821 1.1 0.1 1.6 -0.71
C 2.47598 0.28147 -1.22532 0.0 -0.1 0.2 -1.10
C -1.94849 0.31362 -0.16796 2.3 -1.1 -0.4 0.24
C 0.76215 -0.42455 0.44168 2.0 -0.7 2.8 1.22
C -2.61008 -1.03282 -0.38843 -0.1 0.1 -0.1 -1.27
C 1.67180 0.58127 -0.20832 -0.7 0.6 -0.4 0.68
C 0.91999 -1.87423 0.01454 -1.0 0.1 -0.4 -1.64
C 1.57790 1.96768 0.35785 -0.1 -0.1 0.1 -1.17
H -3.68025 -0.95081 -0.19989 0.0 -0.1 0.0 0.39
H -1.15825 0.31795 1.67659 -1.8 0.6 -0.6 0.40
H 0.68680 -1.99793 -1.04213 0.1 -0.1 -0.1 0.38
H 2.24387 2.65349 -0.15814 0.1 0.0 0.0 0.41
H 1.94006 -2.21146 0.19640 0.0 0.2 0.0 0.47
H 1.82690 1.94946 1.41924 0.0 0.0 0.0 0.27
H -2.45264 -1.38275 -1.40760 0.0 0.0 -0.1 0.33
H 0.55512 2.34373 0.27787 0.0 0.0 0.0 0.20
H -0.71613 0.06436 -0.34307 -2.4 0.8 -0.7 -0.20
H 2.59589 -0.72135 -1.60280 -0.2 -0.1 -0.1 0.28
H -2.19466 -1.76694 0.29959 0.0 0.0 0.1 0.20
H -1.89028 1.73848 1.23563 -0.1 -0.1 0.0 0.28
H -2.29789 1.07258 -0.87053 0.3 -0.1 -0.1 0.41
H 3.08147 1.04092 -1.69959 0.1 0.1 0.1 0.30
H 0.23744 -2.49174 0.59548 0.0 0.0 0.0 0.36
```
Forces are in eV/Å.

Calculated values
* spin multiplicity: 1
* SMILES string: C=C(C)C(C)=O.CCN
* frontier orbital gap: 0.3304 Eh
* max |F|: 3.5 eV Å⁻¹
* molar mass: 129.2 g/mol

***

No. 6
This record from the OMol25 dataset describes a cluster of 2 separate species, C5H14N2O in total at a distorted geometry. The level of theory is ωB97M-V/def2-TZVPD.

```
22
Properties=species:S:1:pos:R:3:forces:R:3:mulliken_charge:R:1
O 0.19109 3.88305 -0.49424 3.9 -1.1 1.6 -0.59
N 1.42790 -1.51313 0.98516 1.6 -1.2 -0.4 -0.09
N -2.78406 -0.34975 -1.06061 1.4 -2.8 -1.4 -0.22
C -0.45255 -0.94314 -0.57238 -1.3 0.5 -1.0 -0.82
C 0.64243 -0.48437 0.33528 0.4 1.2 -1.1 0.49
C -1.91870 -0.83948 0.03847 2.3 -1.6 3.4 -0.41
C 0.99788 0.80104 0.27036 0.3 2.4 0.6 -0.70
C 2.75101 -1.63277 1.05114 -2.0 -1.1 0.5 -0.11
H 3.49499 -0.89214 0.58997 -1.4 -1.1 0.9 0.30
H 0.47443 4.78844 -0.45390 -0.1 0.7 -0.1 0.31
H 3.00959 -2.60795 1.60673 0.4 1.8 -1.0 0.29
H 0.85152 -2.37264 1.28212 1.3 1.7 -0.2 0.35
H -0.17581 -1.85934 -1.10747 -0.5 -0.6 0.7 0.48
H -1.81956 -0.16523 1.04992 -0.8 -0.9 -3.0 0.36
H -0.44556 -0.28905 -1.50076 0.1 -0.1 1.4 0.47
H 0.38173 1.75711 -0.12586 1.3 -2.7 0.4 -0.04
H -2.84757 0.63342 -0.95847 -0.3 1.4 -0.9 0.32
H 1.95121 1.18739 0.68934 -0.8 -0.5 0.2 0.26
H -2.42831 -0.78652 -2.01709 -0.5 1.9 2.1 0.40
H -3.67057 -0.78429 -1.01898 -1.9 -0.1 0.5 0.37
H -0.64795 3.80014 -0.79776 -3.9 0.4 -1.5 0.26
H -2.28414 -1.84120 0.50705 0.3 1.6 -1.4 0.33
```
Forces are in eV/Å.

Calculated values
* spin multiplicity: 1
* frontier orbital gap: 0.3306 Eh
* max |F|: 4.4 eV Å⁻¹
* molar mass: 118.2 g/mol
* net charge: +2

***

Q: Which energy above the lowest of the compared OMol25 structures with the same formula, charge and spin values were calculated for the entries above? A: 73.9, 19.2, 2.0, 55.6, 58.8, 71.1, in kcal/mol.